(1)
DFT (ωB97M-V with the def2-TZVPD basis set) results for C53H51Br2N6O2TaTe as an isolated structure.

As for the HOMO-LUMO gap (alpha / beta): 2.886 / 2.231 eV. Its HOMO energy (alpha / beta) is -13.335 / -13.335 eV. The energy above the lowest of the compared OMol25 structures with the same formula, charge and spin comes out at 104.6 kcal per mole. As for the largest force on an atom: 4.399 eV Å⁻¹. The calculation puts the LUMO energy (alpha / beta) at -10.45 / -11.10 eV.

ORCA input file:
```
! wB97M-V def2-TZVPD RIJCOSX def2/J DEFGRID3
* xyz 3 2
Ta -1.61 0.63 1.85
C -2.83 -2.57 2.89
C -1.70 -3.35 2.18
C -1.52 -2.99 0.72
C -1.02 -3.95 -0.18
C -1.44 -3.79 -1.50
C -2.09 -2.58 -1.86
C -2.24 -1.58 -0.91
N -1.80 -1.75 0.35
N -2.44 -1.22 3.47
C -1.35 -1.34 4.45
C 0.03 -1.18 3.90
C 1.18 -1.76 4.48
C 2.45 -1.43 3.99
C 2.54 -0.53 2.87
C 1.38 -0.09 2.31
N 0.17 -0.44 2.75
C -3.79 -0.88 4.05
C -3.88 0.43 4.78
C -4.86 0.72 5.74
C -4.64 1.81 6.55
C -3.53 2.63 6.29
C -2.80 2.39 5.12
N -2.98 1.30 4.42
H -3.29 -3.21 3.66
H -3.63 -2.28 2.10
H -1.97 -4.42 2.20
H -0.75 -3.27 2.73
H -0.49 -4.82 0.20
H -1.35 -4.59 -2.21
H -2.43 -2.38 -2.89
H -2.49 -0.57 -1.24
H -1.44 -2.29 4.96
H -1.49 -0.57 5.28
H 1.06 -2.46 5.34
H 3.34 -1.82 4.48
H 3.53 -0.26 2.54
H 1.44 0.60 1.47
H -4.23 -1.71 4.70
H -4.49 -0.77 3.23
H -5.80 0.11 5.78
H -5.34 2.03 7.40
H -3.24 3.45 6.93
H -1.96 2.97 4.83
Br -6.24 -0.29 1.66
C -5.79 1.26 0.78
C -6.77 1.96 0.15
C -6.25 3.04 -0.62
Br -7.56 4.31 -1.23
C -4.87 3.20 -0.84
C -4.17 4.08 -1.82
C -3.20 3.45 -2.83
C -2.69 3.86 -1.50
N -2.51 2.84 -0.47
C -3.87 2.47 -0.17
C -4.36 1.60 0.76
O -3.54 0.86 1.48
H -7.82 1.70 0.18
H -4.54 5.10 -1.98
H -2.87 4.17 -3.61
H -2.03 4.73 -1.46
C 5.55 -4.61 -5.19
C 4.90 -3.65 -4.26
C 4.34 -4.09 -3.05
C 3.68 -3.25 -2.13
C 3.07 -3.73 -0.81
C 3.56 -1.89 -2.50
Te 2.28 -0.53 -1.33
N -1.11 0.93 -0.03
C -1.60 1.74 -0.89
O -1.09 2.10 2.64
C -1.77 1.42 -2.41
C -0.93 0.51 -3.08
C -1.16 0.09 -4.41
C -2.27 0.60 -5.11
C -2.92 1.66 -4.57
C -3.00 1.97 -3.12
C 3.64 0.99 -0.66
C 3.24 2.36 -0.72
C 1.97 2.71 -1.41
C 4.10 3.35 -0.24
C 5.40 3.03 0.14
C 6.27 4.18 0.40
C 5.80 1.68 0.18
C 4.97 0.67 -0.16
C 5.37 -0.77 -0.01
C 4.06 -1.46 -3.72
C 3.80 -0.04 -4.20
C 4.75 -2.30 -4.62
H 4.99 -4.71 -6.14
H 5.52 -5.56 -4.59
H 6.59 -4.33 -5.46
H 4.45 -5.14 -2.81
H 3.11 -4.82 -0.71
H 2.02 -3.37 -0.73
H 3.59 -3.24 0.08
H -0.04 0.16 -2.53
H -0.47 -0.61 -4.85
H -2.52 0.27 -6.11
H -3.46 2.37 -5.19
H -3.86 1.47 -2.53
H 1.06 2.27 -0.99
H 1.99 2.28 -2.40
H 1.92 3.80 -1.55
H 3.79 4.39 -0.24
H 6.09 4.61 1.41
H 6.08 4.98 -0.34
H 7.36 3.87 0.36
H 6.86 1.48 0.40
H 6.36 -0.85 0.51
H 5.43 -1.29 -0.96
H 4.63 -1.27 0.62
H 2.72 0.23 -4.24
H 4.29 -0.06 -5.18
H 4.34 0.74 -3.63
H 5.10 -1.93 -5.59
*
```


(2)
DFT (ωB97M-V with the def2-TZVPD basis set) results for C53H51BrCsGeN4O7P as an isolated structure.

As for the HOMO-LUMO gap (alpha / beta): 2.992 / 2.750 eV. Its HOMO energy (alpha / beta) is 0.079 / 0.327 eV. The energy above the lowest of the compared OMol25 structures with the same formula, charge and spin comes out at 163.0 kcal per mole. As for the largest force on an atom: 4.328 eV Å⁻¹. The calculation puts the LUMO energy (alpha / beta) at 3.07 / 3.08 eV.

ORCA input file:
```
! wB97M-V def2-TZVPD RIJCOSX def2/J DEFGRID3
* xyz -2 1
Cs 11.21 16.92 11.94
O 6.78 20.70 15.34
C 7.10 21.05 14.04
C 6.62 22.30 13.52
C 6.92 22.66 12.26
C 7.61 21.78 11.40
C 8.23 20.64 11.96
C 8.05 20.30 13.32
C 8.77 19.12 13.91
O 9.80 18.87 13.15
N 7.85 17.99 14.18
N 8.40 16.81 14.15
C 7.55 15.89 14.40
C 7.90 14.49 14.54
Br 9.68 13.95 14.72
C 6.81 13.61 14.63
C 6.94 12.17 14.94
C 6.27 11.79 16.12
C 6.41 10.50 16.61
C 7.07 9.58 15.90
C 7.82 9.97 14.79
C 7.74 11.24 14.28
H 5.84 20.86 15.53
H 5.95 22.89 14.12
H 6.65 23.65 11.85
H 7.74 22.01 10.38
H 8.94 20.10 11.36
H 9.11 19.30 14.97
H 6.79 18.02 14.33
H 6.56 16.17 14.76
H 5.80 14.03 14.55
H 5.56 12.43 16.58
H 5.84 10.26 17.54
H 7.33 8.67 16.35
H 8.52 9.34 14.25
H 8.19 11.43 13.34
O 12.98 19.33 11.95
C 13.15 19.88 10.91
O 12.04 20.48 10.13
C 14.44 20.35 10.00
P 13.13 21.36 9.21
C 12.65 21.09 7.59
C 11.28 20.67 7.47
C 10.84 20.32 6.22
C 11.59 20.53 5.05
C 12.91 20.99 5.20
C 13.52 21.25 6.48
C 13.03 23.14 9.74
C 13.63 24.16 8.99
C 13.89 25.36 9.55
C 13.29 25.75 10.72
C 12.51 24.80 11.46
C 12.47 23.47 11.02
H 14.76 19.58 9.34
H 15.32 20.77 10.55
H 10.61 20.78 8.40
H 9.74 20.11 6.18
H 11.14 20.32 4.09
H 13.50 21.16 4.28
H 14.57 21.62 6.61
H 13.88 24.02 7.95
H 14.56 26.01 9.00
H 13.52 26.73 11.03
H 11.92 24.98 12.35
H 11.98 22.68 11.64
C 10.28 13.87 6.13
N 10.20 14.04 7.59
C 9.77 15.26 8.11
N 9.11 16.19 7.31
O 10.06 15.47 9.32
H 10.06 12.84 5.81
H 11.22 14.20 5.72
H 9.40 14.46 5.74
H 11.04 13.84 8.09
H 8.83 15.91 6.33
H 9.01 17.09 7.71
O 12.94 15.60 13.71
C 13.82 15.15 14.46
O 13.80 13.93 14.98
C 14.92 15.99 15.13
C 16.07 15.03 15.47
Ge 15.16 13.39 16.27
C 13.80 12.95 17.64
C 13.16 13.91 18.45
C 12.54 13.52 19.68
C 12.48 12.17 20.01
C 12.87 11.26 19.00
C 13.48 11.65 17.83
C 16.47 13.89 17.85
C 17.66 13.28 18.19
C 18.43 13.66 19.30
C 17.91 14.68 20.14
C 16.81 15.46 19.69
C 16.11 15.04 18.51
C 15.70 11.69 15.37
C 16.41 10.73 16.17
C 16.87 9.57 15.52
C 16.59 9.35 14.14
C 15.79 10.28 13.45
C 15.32 11.43 14.06
H 14.50 16.57 15.95
H 15.18 16.80 14.47
H 16.77 15.63 16.14
H 16.65 14.75 14.54
H 13.01 14.95 18.15
H 12.32 14.27 20.40
H 12.22 11.78 20.98
H 12.65 10.18 19.12
H 13.82 10.95 17.06
H 18.08 12.54 17.54
H 19.34 13.08 19.64
H 18.43 14.81 21.09
H 16.62 16.41 20.13
H 15.18 15.53 18.33
H 16.67 10.92 17.21
H 17.45 8.86 16.01
H 16.99 8.47 13.67
H 15.61 10.12 12.36
H 14.75 12.22 13.54
*
```


(3)
DFT (ωB97M-V with the def2-TZVPD basis set) results for C53H52BNO5S3Se2Sr as an isolated structure.

As for the HOMO-LUMO gap (alpha / beta): 3.548 / 3.547 eV. Its HOMO energy (alpha / beta) is -5.026 / -5.025 eV. The energy above the lowest of the compared OMol25 structures with the same formula, charge and spin comes out at 257.3 kcal per mole. As for the largest force on an atom: 16.839 eV Å⁻¹. The calculation puts the LUMO energy (alpha / beta) at -1.48 / -1.48 eV.

ORCA input file:
```
! wB97M-V def2-TZVPD RIJCOSX def2/J DEFGRID3
* xyz 0 1
Sr 0.69 0.10 0.19
C -1.96 2.15 3.18
Se -1.05 2.51 1.46
C -2.67 3.12 0.46
C -3.83 2.16 0.55
Se -3.18 0.34 -0.12
C -4.54 -0.63 1.01
H -2.78 2.85 3.31
H -1.23 2.29 3.97
H -2.27 1.11 3.14
H -2.31 3.14 -0.57
H -2.94 4.12 0.82
H -4.65 2.50 -0.08
H -4.17 2.02 1.57
H -5.53 -0.19 0.95
H -4.17 -0.66 2.02
H -4.56 -1.64 0.60
O -1.15 1.27 -1.51
N -0.99 0.85 -2.74
C -0.54 1.72 -3.66
C -0.30 1.38 -4.96
C -0.54 0.05 -5.36
C -0.99 -0.84 -4.42
C -1.20 -0.47 -3.07
S -1.67 -1.59 -1.90
H -0.40 2.73 -3.29
H 0.06 2.12 -5.66
H -0.37 -0.25 -6.38
H -1.19 -1.87 -4.65
C 4.81 0.07 7.26
C 4.21 0.06 5.89
C 4.34 1.16 5.05
C 3.84 1.12 3.76
C 3.20 -0.03 3.32
C 3.03 -1.12 4.15
C 3.53 -1.07 5.43
S 2.65 0.05 1.61
O 1.90 -1.20 1.33
C 4.30 -0.35 1.03
C 4.93 -1.56 1.27
C 6.17 -1.77 0.73
C 6.80 -0.79 -0.07
C 8.04 -1.01 -0.70
C 8.58 -0.07 -1.54
C 7.91 1.12 -1.82
C 6.70 1.38 -1.23
C 6.14 0.44 -0.34
C 4.87 0.64 0.25
C 3.88 1.67 -0.04
C 3.92 3.02 0.33
C 5.07 3.63 0.87
C 5.01 4.92 1.31
C 3.80 5.64 1.28
C 2.68 5.08 0.74
C 2.72 3.78 0.21
C 1.62 3.20 -0.45
C 1.65 1.88 -0.78
C 2.67 1.07 -0.39
S 2.64 -0.65 -0.94
O 1.36 -0.60 -1.67
C 3.86 -0.32 -2.20
C 4.74 -1.36 -2.43
C 5.63 -1.28 -3.49
C 5.62 -0.17 -4.32
C 6.56 -0.09 -5.49
C 4.73 0.87 -4.07
C 3.84 0.79 -3.02
H 5.09 1.08 7.56
H 5.71 -0.55 7.26
H 4.11 -0.34 7.98
H 4.83 2.06 5.40
H 3.94 1.97 3.09
H 2.49 -1.98 3.78
H 3.41 -1.91 6.09
H 4.41 -2.32 1.85
H 6.68 -2.71 0.90
H 8.56 -1.94 -0.52
H 9.53 -0.26 -2.02
H 8.34 1.84 -2.50
H 6.15 2.28 -1.46
H 5.98 3.06 0.95
H 5.89 5.39 1.72
H 3.77 6.63 1.71
H 1.74 5.61 0.72
H 0.76 3.81 -0.70
H 0.91 1.42 -1.38
H 4.72 -2.23 -1.77
H 6.32 -2.09 -3.67
H 7.15 -1.00 -5.58
H 7.23 0.76 -5.39
H 6.00 0.04 -6.42
H 4.72 1.74 -4.71
H 3.13 1.59 -2.82
C -5.15 -3.87 6.40
C -3.73 -4.45 6.45
C -2.93 -3.79 7.58
C -3.83 -5.94 6.75
C -3.01 -4.15 5.13
C -2.53 -5.16 4.29
C -1.87 -4.88 3.10
C -1.69 -3.56 2.75
O -1.09 -2.98 1.69
B -1.16 -1.58 1.79
O -1.86 -1.35 3.02
C -2.17 -2.54 3.59
C -2.84 -2.82 4.76
H -5.67 -4.08 7.33
H -5.71 -4.32 5.58
H -5.13 -2.79 6.25
H -3.40 -4.01 8.54
H -2.89 -2.71 7.46
H -1.91 -4.17 7.59
H -4.32 -6.09 7.71
H -2.84 -6.40 6.81
H -4.41 -6.46 5.99
H -2.67 -6.19 4.56
H -1.52 -5.69 2.48
H -3.21 -2.01 5.36
*
```


(4)
DFT (ωB97M-V with the def2-TZVPD basis set) results for C53H52Ge2NNdO3S8Se as an isolated structure.

As for the HOMO-LUMO gap (alpha / beta): 6.296 / 6.298 eV. Its HOMO energy (alpha / beta) is -2.634 / -2.636 eV. As for the largest force on an atom: 2.465 eV Å⁻¹. The calculation puts the LUMO energy (alpha / beta) at 3.66 / 3.66 eV.

ORCA input file:
```
! wB97M-V def2-TZVPD RIJCOSX def2/J DEFGRID3
* xyz -2 4
Nd -18.32 -10.32 14.14
O -24.93 -10.31 16.01
C -23.76 -10.61 15.86
S -23.18 -11.66 14.58
C -21.43 -11.49 14.91
C -21.09 -10.73 15.98
S -19.47 -10.49 16.62
S -22.43 -10.00 16.88
S -20.37 -12.29 13.76
C -10.55 -6.64 11.33
C -11.14 -7.97 10.91
C -12.43 -8.10 10.46
C -12.95 -9.32 10.02
C -14.34 -9.33 9.43
C -12.21 -10.45 10.19
C -10.92 -10.34 10.74
C -10.22 -11.63 11.06
C -10.39 -9.12 11.06
C -12.77 -11.72 9.62
C -12.28 -12.14 8.35
C -12.67 -13.37 7.83
C -13.71 -14.05 8.46
C -14.31 -13.58 9.63
C -13.81 -12.42 10.22
Ge -14.68 -11.83 11.89
S -16.72 -11.06 11.95
S -13.35 -10.26 13.03
Ge -13.90 -11.69 14.67
S -15.89 -11.40 15.59
S -14.12 -13.51 13.32
C -12.35 -11.90 15.87
C -11.76 -13.16 16.16
C -10.65 -13.21 17.03
C -10.13 -12.10 17.63
C -10.65 -10.86 17.29
C -11.75 -10.76 16.42
C -12.28 -9.41 16.12
C -11.68 -8.63 15.13
C -10.49 -9.07 14.38
C -12.23 -7.35 14.89
C -13.28 -6.85 15.61
C -13.81 -5.43 15.38
C -13.82 -7.65 16.61
C -13.35 -8.94 16.86
C -13.92 -9.75 17.95
C -12.17 -14.49 15.60
C -11.43 -15.17 14.65
C -10.22 -14.47 14.08
C -11.79 -16.44 14.27
C -12.94 -17.02 14.79
C -13.40 -18.38 14.29
C -13.67 -16.37 15.77
C -13.26 -15.14 16.23
C -14.06 -14.40 17.24
C -15.42 -14.31 10.25
C -15.19 -15.35 11.15
C -13.79 -15.90 11.40
C -16.25 -15.93 11.84
C -17.57 -15.51 11.63
C -18.73 -15.96 12.49
C -17.75 -14.49 10.67
C -16.75 -13.93 9.96
C -17.02 -12.86 8.91
H -9.57 -6.44 10.95
H -10.54 -6.58 12.40
H -11.18 -5.81 10.99
H -13.04 -7.22 10.32
H -14.72 -8.31 9.44
H -15.08 -9.88 10.02
H -14.37 -9.71 8.40
H -10.82 -12.22 11.76
H -9.23 -11.45 11.57
H -10.11 -12.25 10.17
H -9.34 -9.11 11.40
H -11.50 -11.53 7.88
H -12.29 -13.76 6.89
H -13.94 -15.04 8.07
H -10.23 -14.19 17.25
H -9.30 -12.17 18.34
H -10.25 -9.97 17.70
H -10.73 -9.91 13.69
H -9.76 -9.46 15.05
H -10.10 -8.24 13.82
H -11.72 -6.74 14.13
H -13.53 -4.81 16.24
H -14.91 -5.45 15.27
H -13.42 -5.01 14.48
H -14.61 -7.21 17.22
H -14.58 -9.12 18.50
H -13.10 -10.06 18.67
H -14.49 -10.61 17.66
H -9.47 -14.25 14.83
H -10.59 -13.55 13.58
H -9.70 -15.13 13.38
H -11.25 -17.02 13.50
H -12.59 -19.14 14.28
H -13.81 -18.33 13.28
H -14.19 -18.81 14.87
H -14.51 -16.89 16.23
H -14.88 -14.99 17.64
H -14.51 -13.52 16.73
H -13.47 -13.97 18.04
H -13.05 -15.12 11.26
H -13.57 -16.71 10.70
H -13.72 -16.32 12.42
H -16.01 -16.69 12.59
H -18.40 -16.52 13.36
H -19.44 -16.57 11.96
H -19.31 -15.10 12.82
H -18.79 -14.16 10.57
H -16.17 -12.10 8.90
H -17.93 -12.39 9.13
H -17.06 -13.35 7.93
O -17.33 -8.52 15.54
H -16.40 -8.83 15.65
H -17.70 -8.68 16.39
O -16.98 -15.13 16.16
C -17.09 -14.45 15.28
Se -19.94 -5.92 11.16
C -19.44 -7.33 12.23
N -19.16 -8.30 12.84
*
```